43
Properties=species:S:1:pos:R:3:nbo_charge:R:1 method="wB97M-V/def2-TZVPD" fmax_ha_per_bohr=0.009 smiles=CCOc1ccc(Br)cc1CNCCN1CCOCC1 e_lumo_ev=0.773 orbital_gap_ev=9.058 homo_ev=-8.28 de_lowest_ev=0.000 e_tot_ha=-3419.350260 charge=0
H -0.44671 -2.92352 2.95908 0.1655
H 2.11982 -1.29677 -1.00079 0.2467
C 2.51424 -0.29680 -0.91890 -0.2227
C 1.65392 0.77449 -1.06369 -0.0806
H -3.14149 -0.71503 1.01148 0.2049
N -1.86853 -2.35023 0.75236 -0.4575
N -0.22762 -0.78682 -1.00675 -0.6349
O -2.43647 -2.86247 3.48886 -0.5216
C 1.67661 4.42695 -1.06459 -0.0634
O 1.24950 3.08032 -1.14482 -0.5190
H 0.74330 6.35470 -1.23193 0.2141
C 2.15893 2.08402 -0.97926 0.3788
H -0.28754 5.10675 -0.51387 0.2135
H 2.43109 4.62920 -1.83716 0.1724
H -2.53385 -4.31731 1.19971 0.1678
C 3.51368 2.28343 -0.73958 -0.3003
H 0.01714 5.10185 -2.25191 0.2145
H -0.38228 1.33338 -0.77693 0.1843
H -1.25808 -4.48011 3.30576 0.1946
C -1.65303 -3.66455 1.33384 -0.2464
H 2.11908 4.62514 -0.07850 0.1722
H -3.91856 -2.29581 1.29169 0.1692
C 4.36811 1.20331 -0.58828 -0.2301
H 5.41834 1.36617 -0.40229 0.2270
H -0.08824 -0.97059 -0.01557 0.3731
H -1.79362 -0.95571 3.05089 0.1642
H -3.04887 -2.64361 -0.99472 0.1741
H -3.52316 -1.17267 3.45711 0.1938
H -0.79136 -4.12999 0.85124 0.2072
H -2.28504 -0.24397 -0.94595 0.1563
H -1.73348 -1.09998 -2.39919 0.1947
H -1.34446 -3.14770 -1.08408 0.2064
C -1.61912 -1.04631 -1.31136 -0.2128
C -2.98854 -1.71325 1.42438 -0.2547
Br 5.02898 -1.56809 -0.48064 0.0350
C -2.67663 -1.59966 2.91647 -0.0722
H 3.92326 3.27819 -0.66834 0.2194
C 0.45631 5.30831 -1.27980 -0.6173
C 3.86032 -0.07597 -0.68162 -0.0932
C 0.18889 0.56196 -1.32482 -0.2333
C -1.37178 -3.50556 2.82843 -0.0732
H -0.00257 0.72890 -2.39261 0.2023
C -2.02049 -2.38462 -0.69334 -0.2189

61
Properties=species:S:1:pos:R:3:nbo_charge:R:1 method="wB97M-V/def2-TZVPD" fmax_ha_per_bohr=0.092 s2=0.750 e_lumo_ev="1.464 / 1.512" orbital_gap_ev="0.990 / 9.875" homo_ev="0.47 / -8.36" e_tot_ha=-8049.065647 charge=-1 spin_multiplicity=2
Cl 7.44810 -2.37465 -2.14889 -0.0059
H -3.24076 0.67420 -0.33592 0.2166
H -3.29531 0.89181 -2.15361 0.1947
O 3.56552 1.23405 2.54098 -0.5063
Cl 5.01183 -1.51646 -0.81552 0.0095
H -4.92025 3.31301 3.04868 0.2286
Cl 3.55029 2.24667 -1.15482 0.0018
O 0.30894 -0.62082 -1.92363 -0.5090
H 3.47569 -3.66640 -1.11999 0.2527
C -0.42936 0.31592 -1.36416 0.9780
C -0.40995 -3.15005 0.37706 -0.2791
Cl 5.23375 4.17099 0.29064 0.0605
H -0.39139 1.21526 3.37497 0.1923
C -2.68074 0.85011 -1.25435 -0.2939
H -8.44232 -1.08533 -0.37386 0.2518
N 3.46644 -5.69830 1.20543 -0.3377
H 2.07540 -0.16131 -0.90623 0.2091
H -2.34251 1.87975 -1.13808 0.1991
C -7.88179 -0.93325 0.54852 -0.8473
H 5.27219 1.22276 3.38582 0.1950
Cl 7.45315 -1.67590 0.63732 0.0259
O 2.43233 -0.63745 1.90247 -0.6357
C 0.04811 0.95233 2.41279 -0.2702
Cl -5.63033 1.58309 -3.50480 -0.0053
H -0.53903 1.39269 1.60691 0.2101
Cl -6.19276 4.16926 -4.54339 -0.0634
H -5.28496 3.60298 -2.47849 0.2209
Cl 2.52376 4.85519 -0.53558 -0.0293
C 2.48278 0.48203 2.30108 1.0003
Cl -2.93699 2.15163 2.17858 0.0034
H -0.50476 -2.11244 0.05694 0.2324
H 4.93957 -4.56723 -1.23582 0.2522
C 4.06041 3.92131 -0.88677 -0.3156
Cl 0.52013 -3.10294 1.91661 0.0111
O 1.43470 1.33961 2.47686 -0.5167
Cl 0.39284 -4.05362 -0.94630 -0.0237
C 4.85406 0.70313 2.52369 -0.2698
C -6.40761 -0.88083 0.44167 0.3008
N -5.25906 -0.80383 0.32897 -0.3741
Cl -5.40877 2.71218 0.94510 -0.0415
O -1.70207 -0.09444 -1.49583 -0.4853
H -0.12686 -0.09614 2.17155 0.1956
O -0.02249 1.42804 -0.89018 -0.6700
Cl -1.94983 -3.83984 0.68987 0.0524
H 2.09711 -0.07547 -2.69286 0.1968
C 3.85698 -4.68519 -1.18921 -0.7254
H 5.28539 0.87237 1.53708 0.1917
C -6.09599 3.18054 -3.07168 -0.3808
C 3.63907 -5.20521 0.16582 0.2917
H 4.96192 -0.28811 2.96405 0.1984
H 7.01438 -0.25255 -1.16440 0.2290
H -8.25904 0.00699 0.95068 0.2482
C 6.76419 -1.28399 -0.91610 -0.3046
Cl -7.67256 3.04291 -2.25614 -0.2070
H 4.42986 4.30970 -1.83587 0.2208
Cl -5.20759 0.97462 3.29661 -0.0244
H 3.43813 -5.20001 -2.05387 0.2561
C 1.75190 -0.64326 -1.82883 -0.2675
H -8.08037 -1.78721 1.19615 0.2396
H 2.16798 -1.64419 -1.71436 0.1963
C -4.64148 2.44130 2.45665 -0.3742

53
Properties=species:S:1:pos:R:3:mulliken_charge:R:1 method="wB97M-V/def2-TZVPD" fmax_ha_per_bohr=0.313 e_lumo_ev=-11.240 orbital_gap_ev=4.769 homo_ev=-16.01 de_lowest_ev=17.281 e_tot_ha=-11503.446621 charge=+3
F 4.91620 1.27450 -1.21960 -0.2479
H -0.68720 -4.62880 3.09760 0.3600
C 2.61730 -0.94490 1.91090 -0.8754
H 1.00040 -4.11550 2.88080 -0.0048
H -2.79720 2.15020 0.06210 0.4769
H -0.18710 0.05070 -2.69640 0.4644
H 2.07760 -2.47740 3.20960 0.3446
H -3.81470 -1.89050 -1.77880 0.3480
N 0.30300 1.49350 -0.54810 0.3499
F 2.37050 0.11700 -0.85430 -0.0963
S -0.57600 -0.06740 1.93640 -0.3035
H -2.70000 -2.27070 -0.42990 0.1761
C -1.99490 0.83490 -1.71520 0.1802
H 2.15410 -0.05140 1.47430 0.1063
Ta -0.70100 0.09920 -0.23670 0.0563
N -2.39150 0.28790 -0.50430 0.2011
H -3.85880 -0.20740 0.79950 0.3881
H -0.48670 2.23980 1.15250 0.4677
N 1.65310 -1.68730 2.69100 -0.0150
Sb 1.38840 -3.57530 -0.40030 1.4598
C -3.66430 -1.76620 -0.70700 -1.0745
C 3.85390 2.04940 -1.18730 -0.0627
Se 0.77370 -5.66210 0.48450 -0.1808
H -2.88990 1.26910 -2.19130 0.7922
C 3.94180 3.43010 -1.32120 -0.4748
H 4.89920 3.90570 -1.48450 0.5552
H -1.03390 2.96010 -0.36600 0.6251
C 2.79280 4.20110 -1.23650 0.0301
C 2.60800 1.49670 -0.98340 0.0493
C -1.29110 -0.07690 -2.70240 -1.3307
H -2.23590 1.14490 1.33300 1.2212
H -1.57670 -1.15220 -2.67400 0.3210
F 2.85260 5.50510 -1.37860 -0.2380
H -1.54440 0.24050 -3.71770 0.4939
H 0.23170 -4.04040 4.47960 0.3225
Se 2.74000 -4.79100 1.11400 -0.2355
C -3.66590 -0.28470 -0.28710 -0.0525
H -4.46060 -2.30310 -0.19890 0.4306
C 1.53970 3.63870 -0.97810 0.5774
H -1.37170 1.70470 -1.59930 0.0504
H 2.99130 -1.54710 1.05800 0.2629
C -0.77960 2.01590 0.10160 -1.2420
C -2.07850 1.35930 0.27880 -1.6052
H -1.41250 -2.41110 3.30390 0.2841
Se 2.41460 -3.92960 -2.58270 -0.3255
Se 0.27180 -1.66900 -0.27510 -0.3940
H 3.47040 -0.65490 2.52300 0.4542
F 0.46880 4.43810 -0.87510 -0.2808
C 1.42870 2.25220 -0.83660 0.1412
N -0.42420 -2.55630 3.12540 -0.0785
H -4.45750 0.28060 -0.79520 0.3945
C 0.06270 -3.89270 3.41090 -0.6235
C 0.33470 -1.56000 2.72510 0.3567

42
Properties=species:S:1:pos:R:3:nbo_charge:R:1 method="wB97M-V/def2-TZVPD" fmax_ha_per_bohr=0.011 smiles=CN1CCN(CCCCOc2ccc(F)cc2)CC1 e_lumo_ev=0.877 orbital_gap_ev=9.350 homo_ev=-8.47 e_tot_ha=-869.960579 charge=0
C 1.01262 1.82980 -1.89989 -0.2263
C -2.58164 -0.56506 5.22355 -0.2498
C 1.21596 -0.46114 -3.51167 -0.2227
H -0.64426 -3.01224 -0.43947 0.2053
C 0.76793 -1.91099 -1.64925 -0.2057
C -2.99624 0.74796 5.13728 0.3572
H 2.35859 0.27995 -1.24923 0.1673
N 1.57363 1.92923 -3.23324 -0.4356
H -2.93877 2.58846 4.05180 0.2288
H 0.82745 0.38506 -0.33252 0.2085
C 1.26756 0.43967 -1.32839 -0.2368
H 1.39258 0.99920 -5.08122 0.2005
F -3.80948 1.24855 6.09535 -0.3288
H 0.38852 -2.58296 -2.42329 0.1990
H -2.90714 -1.17813 6.04898 0.2274
H 1.55031 -1.37537 0.89175 0.2091
H 1.32427 -3.12713 0.94192 0.2080
C -1.33605 -0.27851 3.18475 0.3005
H -0.07620 2.01908 -1.90746 0.1661
C -0.05423 -2.09697 -0.36712 -0.4199
C -1.77064 1.04846 3.12101 -0.2410
C 0.95670 0.92837 -4.08152 -0.2268
C -1.74829 -1.08084 4.24449 -0.2933
O -0.52233 -0.67794 2.17541 -0.5044
N 0.65245 -0.56316 -2.17879 -0.4373
C 1.43345 3.25986 -3.77973 -0.4042
C 0.80311 -2.16919 0.89747 -0.4109
H 1.94382 3.96770 -3.12786 0.1994
H -0.75046 -1.26247 -0.28469 0.2249
H 0.74134 -1.20855 -4.15266 0.2002
H -1.44112 1.65560 2.29315 0.2257
H -0.88785 -2.71475 2.13546 0.1719
H 0.38114 3.57139 -3.88102 0.1622
H 1.90100 3.29180 -4.76301 0.1994
H 1.82281 -2.18449 -1.46238 0.1590
H -1.42874 -2.10754 4.32193 0.2223
C -2.59908 1.56594 4.09304 -0.2495
H -0.13437 1.08479 -4.16105 0.1663
H 2.30546 -0.64600 -3.50413 0.1670
H 0.56052 -2.20558 3.05027 0.1773
C -0.04568 -2.00970 2.15492 -0.0607
H 1.49135 2.57784 -1.26294 0.2007